Molecular formula: C31H56BF3N11O2
Method: DFT, wB97M-V/def2-TZVPD

Calculated values
E_HOMO in eV: -10.2
Energy in a.u.: -2291.34754
Charge: +1
Multiplicity: 1

Geometry as XYZ:
```
104
Properties=species:S:1:pos:R:3:lowdin_charge:R:1
C -0.2496 -1.5035 1.8311 -0.0582
N 0.7298 -1.3242 0.6606 -0.0898
C -0.1656 -0.9367 -0.5026 -0.1133
B 1.5986 -0.1837 1.0968 -0.4614
O 2.7216 -0.4520 2.0252 0.0785
N 1.3088 1.2352 0.6398 0.0166
N 1.4335 1.8599 -0.5539 0.1300
N 0.9874 3.1743 -0.4683 0.1380
C 0.5894 3.2969 0.9677 -0.0252
C -0.0317 4.6053 1.7491 -0.1744
C -1.1598 5.2147 0.6937 -0.1459
O -2.3900 4.4600 0.9524 -0.3204
C -2.6873 3.5138 -0.1213 -0.0683
C -3.6509 2.3404 0.4936 -0.2797
F -3.9903 1.3212 -0.5139 0.0203
F -4.9143 2.8576 0.9967 0.0431
F -2.9208 1.6494 1.5416 0.0058
N 0.8220 2.0175 1.6707 0.1874
H -1.1881 -2.0134 1.3733 0.1182
H 0.2508 -2.1243 2.6717 0.0924
H -0.5585 -0.4361 2.2088 0.0888
H -0.7317 -1.9159 -0.8139 0.0692
H 0.4046 -0.4408 -1.3829 0.0312
H -0.9329 -0.1587 -0.0762 0.0961
H 2.3318 -0.3151 2.9390 0.1075
H 0.7959 5.3776 1.9772 0.1487
H -0.6420 4.2936 2.6882 0.0558
H -0.7599 5.0989 -0.4044 0.1204
H -1.2934 6.3262 0.9785 0.1359
H -1.7592 3.0243 -0.6124 0.1275
H -3.3068 4.0102 -0.9800 0.1577
H 0.6748 1.7304 2.6549 0.1553
C -5.5113 4.4623 5.0432 -0.1063
C -4.7497 3.1840 5.3786 -0.2648
C -3.2341 3.3386 5.2319 -0.1723
C -2.8915 3.6972 3.8041 -0.0311
N -2.6139 3.9870 2.6471 0.1276
H -5.3639 4.7582 4.0005 0.0709
H -6.5848 4.3140 5.1892 0.0779
H -5.1911 5.2897 5.6851 0.0789
H -5.1056 2.3780 4.7273 0.1147
H -4.9813 2.8921 6.4079 0.1118
H -2.7338 2.4019 5.4960 0.1104
H -2.8612 4.1223 5.8988 0.1172
C 2.1900 -4.6430 3.1094 -0.1070
C 3.5143 -4.3388 3.8023 -0.2687
C 3.4352 -4.4788 5.3237 -0.1853
C 2.4141 -3.5102 5.8722 -0.1947
N 1.5962 -2.7328 6.3121 0.1040
H 1.4064 -3.9421 3.4109 0.0459
H 2.3012 -4.5580 2.0247 0.0792
H 1.8512 -5.6587 3.3387 0.0829
H 3.8272 -3.3221 3.5390 0.1052
H 4.2803 -5.0205 3.4195 0.1128
H 4.4097 -4.2644 5.7722 0.1151
H 3.1506 -5.4981 5.6022 0.1200
C -2.5646 -5.3833 -4.0056 -0.1132
C -2.9497 -4.0290 -4.5918 -0.2929
C -2.1602 -2.8698 -3.9799 -0.2106
C -2.4228 -2.8012 -2.4942 -0.1668
N -2.6337 -2.7462 -1.3024 0.1164
H -2.7817 -5.4363 -2.9348 0.0670
H -3.1318 -6.1824 -4.4912 0.0724
H -1.4982 -5.5847 -4.1519 0.0724
H -4.0231 -3.8688 -4.4390 0.1120
H -2.7779 -4.0480 -5.6716 0.0746
H -2.4619 -1.9249 -4.4415 0.1157
H -1.0884 -3.0028 -4.1498 0.0714
C -0.4655 -6.2117 -8.9413 -0.1110
C -0.8505 -4.8566 -9.5264 -0.2712
C -0.0612 -3.6977 -8.9133 -0.1781
C -0.3231 -3.6293 -7.4276 -0.1239
N -0.5337 -3.5744 -6.2365 0.1674
H -0.6831 -6.2657 -7.8708 0.0676
H -1.0324 -7.0102 -9.4280 0.0760
H 0.6010 -6.4131 -9.0871 0.0794
H -1.9238 -4.6966 -9.3739 0.1126
H -0.6781 -4.8742 -10.6072 0.1110
H -0.3629 -2.7525 -9.3740 0.1154
H 1.0116 -3.8307 -9.0834 0.1189
C 4.4294 0.6487 -5.0650 -0.1109
C 3.5406 1.8396 -4.7208 -0.2692
C 2.9190 1.7349 -3.3264 -0.2045
C 2.0554 0.4986 -3.2423 -0.1765
N 1.3632 -0.4933 -3.1748 0.1370
H 3.8617 -0.2860 -5.0856 0.0710
H 4.8734 0.7801 -6.0557 0.0762
H 5.2420 0.5428 -4.3386 0.0787
H 2.7496 1.9213 -5.4747 0.1146
H 4.1363 2.7561 -4.7786 0.1113
H 2.3037 2.6161 -3.1222 0.0986
H 3.6992 1.6811 -2.5608 0.1126
C 3.7666 4.2939 5.3792 -0.1034
C 2.6608 3.7544 6.2809 -0.2568
C 1.8089 2.6800 5.6004 -0.1499
C 1.1395 3.2573 4.3750 -0.0049
N 0.5966 3.7241 3.3849 0.0462
H 3.3594 4.7865 4.4913 0.0686
H 4.3653 5.0354 5.9151 0.0822
H 4.4335 3.4893 5.0520 0.0816
H 2.0237 4.5875 6.5981 0.1180
H 3.1126 3.3328 7.1841 0.1188
H 1.0412 2.3163 6.2901 0.1247
H 2.4292 1.8283 5.3035 0.1207
```

=====

Molecular formula: C33H28BF3O2S
Method: DFT, wB97M-V/def2-TZVPD

Calculated values
ΔE to the lowest compared entry with this formula, charge and spin in kJ/mol: 0.00
E_HOMO in eV: -7.7
Energy in a.u.: -2147.45801
Multiplicity: 1

Geometry as XYZ:
```
68
Properties=species:S:1:pos:R:3:nbo_charge:R:1
C 2.3442 5.2899 2.0000 -0.6296
C 1.9866 3.8958 1.5433 -0.0243
C 2.7450 3.2259 0.5705 -0.2139
C 2.4747 1.9008 0.2121 -0.2287
C 1.3648 1.2404 0.7504 0.0704
C 1.0332 -0.1882 0.3684 -0.7944
C 1.1444 -1.2332 1.4916 0.0537
C 1.0799 -2.6076 1.1359 -0.1885
C 0.9439 -3.5910 2.0929 -0.2119
C 0.8772 -3.2709 3.4539 -0.0211
C 0.8091 -4.3603 4.4904 -0.6283
C 0.9122 -1.9194 3.8003 -0.2009
C 1.0848 -0.9133 2.8520 -0.2416
C 0.5898 1.9314 1.6856 -0.1487
C 0.8644 3.2419 2.0601 -0.2379
H 1.8488 5.5278 2.9532 0.2159
H 3.4335 5.3604 2.1216 0.2192
H 2.0432 6.0389 1.2521 0.2197
H 3.5797 3.7618 0.1146 0.2094
H 3.1337 1.3914 -0.4936 0.2196
H 1.5940 -0.4962 -0.5257 0.2751
H 1.0594 -2.8902 0.0838 0.2153
H 0.8709 -4.6337 1.7855 0.2085
H 0.3789 -3.9900 5.4277 0.2160
H 0.2002 -5.1992 4.1271 0.2147
H 1.8130 -4.7600 4.7082 0.2230
H 0.8303 -1.6583 4.8516 0.2075
H 1.1136 0.1253 3.1790 0.2277
H -0.2572 1.4440 2.1562 0.2026
H 0.1976 3.7346 2.7747 0.2064
C -4.6674 -1.5401 -4.3493 -0.6428
C -3.6212 -0.7384 -3.6957 -0.1659
C -3.5970 0.6342 -3.4891 -0.2735
C -2.4143 1.0812 -2.8493 -0.1955
C -1.4771 0.0512 -2.7385 -0.2228
B -0.4724 -0.3655 0.2771 1.3887
C -0.0715 0.1954 -2.5895 -0.0480
C 0.7741 -0.8785 -2.8910 -0.2225
C 1.9566 -0.6190 -3.5434 -0.1971
C 2.3359 0.7161 -3.6453 -0.1234
C 3.5907 1.0551 -4.3821 0.9701
F 3.3703 2.0531 -5.2981 -0.3309
F 4.5536 1.5012 -3.5030 -0.3363
F 4.1061 -0.0140 -5.0523 -0.3265
C 1.6458 1.7787 -3.0573 -0.1882
C 0.4539 1.4870 -2.4283 -0.1909
O -1.3969 0.6733 0.3815 -0.7520
C -2.3878 -0.0228 1.0699 0.2805
C -2.1915 -1.4427 0.8350 0.2189
C -2.4780 -2.3686 1.8157 -0.2304
C -2.8872 -1.8596 3.0570 -0.2191
C -3.0577 -0.4867 3.2794 -0.2185
C -2.8626 0.4699 2.2664 -0.2750
O -1.1072 -1.6127 0.0054 -0.7371
S -2.1754 -1.5027 -3.1499 0.4400
H -5.3578 -0.8515 -4.8379 0.2269
H -4.1957 -2.2006 -5.0858 0.2240
H -5.1968 -2.1555 -3.6125 0.2265
H -4.4209 1.2633 -3.8110 0.2229
H -2.2060 2.1053 -2.5565 0.2270
H 0.4616 -1.8889 -2.6493 0.2270
H 2.5506 -1.4142 -3.9871 0.2401
H 2.0112 2.8090 -3.1250 0.2377
H -0.1313 2.2276 -1.8844 0.2315
H -2.2616 -3.4241 1.6361 0.2301
H -3.0597 -2.5698 3.8729 0.2204
H -3.3242 -0.1025 4.2682 0.2187
H -2.8853 1.5582 2.4233 0.2303
```

=====

Molecular formula: C4H12P2S
Method: DFT, wB97M-V/def2-TZVPD

Calculated values
ΔE to the lowest compared entry with this formula, charge and spin in kJ/mol: 371.74
E_HOMO (alpha / beta) in eV: -8.0 / -8.5
Energy in a.u.: -1240.35025
Multiplicity: 1

Geometry as XYZ:
```
19
Properties=species:S:1:pos:R:3:nbo_charge:R:1
C -1.2461 -1.3144 1.9041 -1.0114
C 0.9179 -1.5170 0.3187 -0.9102
C -0.9287 0.1678 -2.4156 -0.9372
C 1.1936 2.6533 0.2707 -0.4979
P -0.8970 -1.4818 0.1205 0.6142
P -1.0913 0.6157 -0.5142 0.5206
S -2.9124 1.1352 -0.2670 -0.3981
H -0.4712 -0.9165 2.6012 0.2277
H -1.7102 -2.2396 2.4646 0.2527
H -2.1426 -0.5927 2.0437 0.2620
H 1.2653 -1.2816 -0.6529 0.2247
H 1.1142 -2.5875 0.5544 0.2326
H 1.2138 -0.9478 1.0776 0.2123
H 0.1922 0.0790 -2.2976 0.2075
H -1.4127 -0.7225 -2.9611 0.2509
H -1.1147 1.0658 -3.0510 0.2386
H 1.5994 3.3302 -0.5316 0.1848
H 0.2214 2.6766 0.7143 0.1796
H 1.8394 2.0194 0.6867 0.1464
```

=====

Molecular formula: S2
Method: DFT, wB97M-V/def2-TZVPD

Calculated values
ΔE to the lowest compared entry with this formula, charge and spin in kJ/mol: 50.99
E_HOMO in eV: -8.8
Energy in a.u.: -796.30154
Multiplicity: 1

Geometry as XYZ:
```
2
Properties=species:S:1:pos:R:3:nbo_charge:R:1
S 0.0000 0.0000 1.0437 0.0000
S 0.0000 0.0000 -1.0437 0.0000
```

=====

Molecular formula: C3H7N2
Method: DFT, wB97M-V/def2-TZVPD

Calculated values
ΔE to the lowest compared entry with this formula, charge and spin in kJ/mol: 253.65
E_HOMO in eV: -15.4
Energy in a.u.: -227.65774
Charge: +1
Multiplicity: 1

Geometry as XYZ:
```
12
Properties=species:S:1:pos:R:3:nbo_charge:R:1
C -0.7912 0.9565 -0.0981 0.3390
C -0.9063 -0.9751 0.0468 -0.0354
C 1.9871 0.0964 0.0718 -0.2396
N 0.1077 0.0198 0.0484 -0.3497
N -1.8547 0.1658 0.1043 -0.5330
H -0.5807 1.9625 -0.2123 0.2321
H -0.8966 -1.4393 -0.8483 0.2261
H -1.0642 -1.5438 0.9800 0.2416
H 2.2235 -0.7535 -0.5808 0.2425
H 2.2066 1.0674 -0.1843 0.2156
H 2.2703 0.0519 1.0927 0.2277
H -2.7014 0.3914 -0.4202 0.4330
```

=====

Molecular formula: C32H72F4N11O12S4
Method: DFT, wB97M-V/def2-TZVPD

Calculated values
E_HOMO (alpha / beta) in eV: -11.8 / -15.1
Energy in a.u.: -4758.27933
Charge: +4
Multiplicity: 2

Geometry as XYZ:
```
135
Properties=species:S:1:pos:R:3:lowdin_charge:R:1
C 1.7949 -6.1231 0.0934 -0.0583
C 2.0590 -5.9142 -1.3695 -0.1654
N 2.9875 -4.8087 -1.5529 -0.0417
C 4.3596 -4.7078 -1.3312 0.0048
C 4.8483 -3.5015 -1.7776 -0.0099
N 3.8272 -2.8458 -2.3934 -0.0813
C 2.7059 -3.6852 -2.2958 0.0488
C 3.8306 -1.5490 -3.0119 0.0015
H 1.3592 -5.2462 0.5722 0.0722
H 2.6915 -6.5447 0.5478 0.0887
H 1.0545 -6.9133 0.2183 0.0923
H 1.1684 -5.7221 -1.9680 0.1351
H 2.6100 -6.7353 -1.8280 0.1445
H 4.8395 -5.5300 -0.8212 0.1412
H 5.8218 -3.0506 -1.6541 0.1446
H 1.7154 -3.5748 -2.7118 0.1428
H 4.4953 -1.6351 -3.8715 0.1105
H 4.2167 -0.7988 -2.3218 0.0999
H 2.8737 -1.3251 -3.4833 0.0771
C 5.2086 -0.6245 2.1925 -0.0619
C 4.9487 0.4340 1.1316 -0.1800
N 5.4576 1.7007 1.5262 -0.0566
C 4.9754 2.8316 1.1171 -0.0308
C 5.8106 3.8366 1.5402 0.0272
N 6.8099 3.2940 2.2886 -0.0829
C 6.6401 1.9586 2.3149 0.0873
C 7.9181 3.9822 2.9171 0.0326
H 4.9766 -0.2820 3.2010 0.0915
H 6.2582 -0.9186 2.1886 0.0804
H 4.6592 -1.5618 2.1051 0.0653
H 3.8626 0.5049 1.0738 0.1060
H 5.3072 0.1544 0.1409 0.1278
H 4.0287 2.8222 0.5973 0.1337
H 5.9002 4.9012 1.3826 0.1491
H 7.2728 1.1943 2.7414 0.1623
H 8.2194 3.6453 3.9089 0.1193
H 7.7530 5.0547 3.0202 0.1137
H 8.7228 3.8955 2.1871 0.1148
C -4.1745 -3.1196 -1.1460 0.0217
C -5.5993 -3.2140 -0.6563 -0.3149
O -5.9143 -2.6933 0.4347 0.1200
N -6.6363 -3.8700 -1.5808 0.0985
H -6.3678 -3.6389 -2.5267 0.1664
H -6.6414 -4.8785 -1.5260 0.1868
C -8.0635 -3.3273 -1.4868 0.0609
H -3.5643 -2.4035 -0.5955 0.0666
H -4.1111 -2.8282 -2.1944 0.1016
H -3.6743 -4.0839 -1.0567 0.1131
H -8.5592 -3.5031 -0.5321 0.1189
H -8.5071 -3.8452 -2.3371 0.1179
H -7.9120 -2.2641 -1.6728 0.1073
C -1.5705 -4.3779 -5.7291 -0.0487
C -0.8760 -3.3178 -4.9154 -0.5971
O -1.1532 -3.1044 -3.7440 -0.0907
N 0.1695 -2.4621 -5.6337 0.0371
H 1.1250 -2.7712 -5.5259 0.1348
H -0.0025 -2.6757 -6.6057 0.1473
C -0.1255 -0.9688 -5.3845 0.0123
H -2.1565 -5.1117 -5.1757 0.0775
H -0.9105 -4.9344 -6.3946 0.0708
H -2.2474 -3.7840 -6.3432 0.0720
H 0.2552 -0.4914 -6.2874 0.0928
H 0.5119 -0.7400 -4.5304 0.0528
H -1.2015 -0.9493 -5.2116 0.0977
C -0.4345 -0.2960 4.6086 0.0465
C 0.9455 -0.8392 4.4395 -0.3016
O 2.0463 -0.2483 4.2662 0.1302
N 1.0998 -2.3693 4.4751 0.1105
H 1.5173 -2.7224 5.3243 0.1826
H 0.1455 -2.6984 4.4448 0.1518
C 1.8664 -2.9610 3.2440 0.0530
H -0.7021 -0.2635 5.6647 0.1279
H -1.1075 -0.8904 3.9907 0.0904
H -0.4303 0.6866 4.1368 0.0845
H 2.8882 -2.9796 3.6230 0.0972
H 1.8602 -2.3150 2.3660 0.0777
H 1.5660 -3.9969 3.0866 0.0970
C -0.6732 4.0508 -4.7053 0.0408
C -1.0378 3.6033 -3.3235 -0.3540
O -2.1455 3.7584 -2.8627 0.1497
N 0.0547 3.2171 -2.3203 0.0903
H -0.1354 2.3252 -1.8862 0.0394
H 0.9350 3.0837 -2.7972 0.1601
C 0.3177 4.3852 -1.3470 0.0607
H -0.4501 5.1144 -4.7894 0.1204
H -1.4097 3.7897 -5.4652 0.1122
H 0.1873 3.4249 -4.9417 0.0844
H 0.7436 5.3160 -1.7214 0.1209
H 1.0744 3.9165 -0.7178 0.0758
H -0.5628 4.5564 -0.7276 0.1085
C -3.3379 4.3833 3.4687 -0.0868
C -3.1221 3.2902 2.4518 -0.2267
C -4.4901 2.7596 1.9332 -0.0670
N -4.2994 1.5108 1.0130 -0.2387
C -3.7626 0.2367 1.7115 0.0855
C -3.4466 1.9262 -0.1775 -0.1183
C -3.9368 1.0711 -1.2915 -0.1829
C -5.2967 0.5612 -0.9533 -0.1289
C -5.6207 1.1935 0.3985 -0.0948
H -2.4878 5.0648 3.4411 0.0768
H -3.4757 4.0118 4.4841 0.0943
H -4.2172 5.0057 3.3026 0.0850
H -2.5019 2.5184 2.9077 0.0889
H -2.6074 3.5860 1.5376 0.0975
H -4.9166 3.5132 1.2712 0.1364
H -5.1278 2.3968 2.7393 0.1444
H -2.8751 0.5152 2.2797 0.0802
H -3.5963 -0.4922 0.9183 0.0913
H -4.5846 -0.0037 2.3858 0.1127
H -2.3687 1.9273 -0.0159 0.1012
H -3.7363 2.9094 -0.5483 0.1398
H -3.2718 0.2309 -1.4915 0.0839
H -3.8657 1.6712 -2.1986 0.1226
H -5.2963 -0.5261 -0.8766 0.0785
H -5.9876 0.8799 -1.7337 0.1331
H -6.2283 0.6052 1.0860 0.1442
H -6.0762 2.1659 0.2117 0.1412
N 1.7510 5.2503 4.0473 -0.2800
S 2.5626 4.9707 5.5115 0.5707
O 3.8709 4.3648 5.4332 -0.3032
O 1.7345 4.7145 6.6686 -0.2641
F 2.9615 6.5187 5.6710 -0.1924
S 0.9420 3.9582 3.9729 0.4484
O -0.4486 4.0340 4.4520 -0.3072
O 1.7845 2.8045 4.2061 -0.3396
F 0.6705 3.8543 2.3766 -0.2518
N -0.3127 0.9150 -1.0881 -0.2850
S -0.3723 -0.5654 -1.4174 0.4615
O -1.1839 -1.4701 -0.6285 -0.2853
O 0.7778 -1.2182 -2.0700 -0.3069
F -1.3890 -0.4471 -2.6791 -0.2078
S 0.4115 0.7659 0.4918 0.7007
O 1.1813 -0.4724 0.7364 -0.3036
O -0.2817 1.4083 1.6357 -0.2626
F 1.6339 1.7993 0.1025 -0.2122
```